# 1
One molecule with the formula C4H7NO in a non-equilibrium geometry. Source: the Open Molecules 2025 dataset; level of theory: ωB97M-V/def2-TZVPD.

Structure (ORCA input):
```
! RIJCOSX wB97M-V def2-TZVPD def2/J DEFGRID3
* xyz 0 1
C -0.427 0.372 1.642
C 0.069 0.029 0.233
C 1.187 -0.673 -0.014
C -1.080 0.074 -0.880
H -1.488 -0.083 1.635
H -0.633 1.515 1.771
H 0.273 0.085 2.587
H 1.474 -1.105 -0.849
H 1.995 -0.660 0.761
H -2.138 -0.018 -0.435
H 1.031 0.246 -1.781
N -0.802 0.051 -2.140
O 0.539 0.168 -2.530
*
```

Computed properties:
* molecular weight: 85.1 g/mol
* HOMO-LUMO gap: 10.074 eV
* HOMO: -9.573 eV
* E_tot: -286.461913 Eh
* SMILES string: C=C(C)/C=N\O
* lowest unoccupied orbital energy: 0.50 eV

---

# 2
A 5-piece molecular cluster, C10H15N5 overall in a non-equilibrium geometry. Source: the Open Molecules 2025 dataset; level of theory: ωB97M-V/def2-TZVPD.

Structure (ORCA input):
```
! RIJCOSX wB97M-V def2-TZVPD def2/J DEFGRID3
* xyz 0 1
C -2.463 -2.361 2.490
C -2.537 -1.145 3.286
N -2.543 -0.159 3.933
H -1.428 -2.701 2.461
H -2.870 -2.095 1.514
H -3.078 -3.127 2.963
C 1.255 -4.257 -0.683
C 2.024 -4.218 0.569
N 2.689 -4.212 1.553
H 1.836 -3.793 -1.480
H 0.288 -3.762 -0.589
H 1.036 -5.283 -0.978
C 3.896 2.391 0.047
C 4.431 2.890 1.336
N 4.860 3.284 2.369
H 4.555 1.899 -0.667
H 3.365 3.178 -0.489
H 3.156 1.618 0.254
C -3.269 3.771 -2.387
C -2.628 3.211 -1.249
N -2.064 2.702 -0.341
H -3.612 3.042 -3.121
H -2.640 4.386 -3.030
H -4.075 4.454 -2.120
C 0.025 0.348 -1.316
C -0.156 -0.571 -0.200
N -0.232 -1.264 0.679
H 0.332 -0.111 -2.256
H 0.785 1.071 -1.021
H -0.938 0.813 -1.525
*
```

Computed properties:
* molecular weight: 205.3 g/mol
* HOMO-LUMO gap: 11.060 eV
* HOMO: -10.978 eV
* E_tot: -663.738535 Eh
* SMILES string: CC#N.CC#N.CC#N.CC#N.CC#N
* lowest unoccupied orbital energy: 0.08 eV

---

# 3
One molecule with the formula C2H7N3O in a non-equilibrium geometry. Source: the Open Molecules 2025 dataset; level of theory: ωB97M-V/def2-TZVPD.

Structure (ORCA input):
```
! RIJCOSX wB97M-V def2-TZVPD def2/J DEFGRID3
* xyz 0 1
C -1.207 -0.263 0.581
C 1.026 -0.067 -0.257
H -0.765 -0.660 1.501
H -2.050 -1.006 0.358
H -1.515 0.793 0.810
H -1.761 1.017 -1.453
H -1.355 -0.403 -2.131
H 1.749 -0.112 -1.124
H 2.860 0.549 1.973
N -0.322 -0.236 -0.518
N -0.860 0.352 -1.687
N 1.422 0.068 0.939
O 2.779 -0.034 1.007
*
```

Computed properties:
* molecular weight: 89.1 g/mol
* HOMO-LUMO gap: 9.129 eV
* HOMO: -8.215 eV
* E_tot: -319.769120 Eh
* SMILES string: CN(N)/C=N/O
* lowest unoccupied orbital energy: 0.91 eV

---

# 4
C25H47InN9O as an isolated structure in a non-equilibrium geometry. Source: the Open Molecules 2025 dataset; level of theory: ωB97M-V/def2-TZVPD.

Structure (ORCA input):
```
! RIJCOSX wB97M-V def2-TZVPD def2/J DEFGRID3
* xyz -1 1
C 1.319 -5.099 1.035
O -0.029 -5.059 1.533
C -0.846 -4.197 0.740
C -2.023 -3.758 1.687
C -1.496 -2.827 2.834
C -1.959 -1.338 2.592
C -0.988 -0.713 1.532
C -0.474 0.715 1.935
In 0.956 1.346 0.301
C 0.981 3.579 -0.098
C -0.124 3.840 -1.142
N -1.355 3.850 -0.787
C 2.962 0.423 0.721
C 3.330 -0.536 -0.461
N 3.320 0.266 -1.696
H 1.962 -4.693 1.837
H 1.586 -6.144 0.789
H 1.423 -4.473 0.135
H -1.249 -4.698 -0.157
H -0.322 -3.262 0.461
H -2.848 -3.307 1.117
H -2.413 -4.666 2.188
H -1.863 -3.157 3.823
H -0.391 -2.869 2.843
H -2.945 -1.403 2.114
H -1.981 -0.769 3.537
H -1.470 -0.603 0.546
H -0.075 -1.329 1.410
H -1.297 1.436 2.082
H 0.107 0.633 2.877
H 0.319 0.564 -1.206
H 0.843 4.213 0.795
H 1.934 3.857 -0.592
H 0.119 4.003 -2.210
H -1.358 3.666 0.223
H 3.770 1.153 0.897
H 2.844 -0.240 1.610
H 4.332 -0.985 -0.280
H 2.628 -1.396 -0.523
H 2.366 0.306 -2.085
H 3.849 -0.181 -2.416
C -0.833 4.281 -5.789
C 0.487 3.722 -6.102
N 1.518 3.288 -6.336
H -1.378 4.463 -6.714
H -1.402 3.587 -5.172
H -0.720 5.220 -5.250
C -4.115 2.120 3.450
C -3.131 3.178 3.178
N -2.365 4.018 2.968
H -4.566 2.274 4.430
H -4.901 2.130 2.693
H -3.623 1.150 3.433
C 5.411 -1.786 -5.064
C 4.797 -2.313 -3.841
N 4.298 -2.786 -2.922
H 5.044 -0.778 -5.256
H 6.493 -1.754 -4.951
H 5.159 -2.425 -5.908
C -4.144 -2.113 5.831
C -4.487 -1.529 4.531
N -4.752 -1.069 3.519
H -3.487 -2.970 5.689
H -3.636 -1.373 6.446
H -5.050 -2.439 6.341
C 7.836 1.241 -2.797
C 6.453 0.942 -2.392
N 5.367 0.721 -2.073
H 7.848 2.089 -3.481
H 8.434 1.483 -1.920
H 8.272 0.376 -3.296
C -4.744 -5.871 -1.432
C -3.918 -4.659 -1.393
N -3.273 -3.716 -1.358
H -5.487 -5.837 -0.637
H -5.252 -5.941 -2.392
H -4.116 -6.750 -1.295
C -1.862 7.658 0.527
C -2.207 6.568 1.449
N -2.478 5.711 2.172
H -1.136 7.311 -0.208
H -2.758 7.997 0.010
H -1.435 8.490 1.085
*
```

Computed properties:
* molecular weight: 604.5 g/mol
* HOMO-LUMO gap: 6.025 eV
* HOMO: -3.701 eV
* E_tot: -1738.623103 Eh
* lowest unoccupied orbital energy: 2.32 eV

---

# 5
C26H26InN7OS as an isolated structure in a non-equilibrium geometry. Source: the Open Molecules 2025 dataset; level of theory: ωB97M-V/def2-TZVPD.

Structure (ORCA input):
```
! RIJCOSX wB97M-V def2-TZVPD def2/J DEFGRID3
* xyz 2 1
In 0.778 0.057 0.577
N -1.307 -0.574 4.775
C -0.471 -0.728 3.825
N -0.113 0.205 2.963
C -0.752 1.388 3.023
N -0.371 2.380 2.339
N 0.748 2.008 1.557
C 1.835 2.632 1.733
C 3.002 2.045 1.073
C 4.092 2.772 0.757
C 5.078 2.120 -0.027
C 5.055 0.777 -0.202
C 3.945 0.076 0.303
N 2.886 0.681 0.909
C -1.954 1.566 3.846
C -2.863 2.613 3.750
C -4.013 2.571 4.510
C -4.212 1.562 5.465
C -3.267 0.593 5.673
C -2.179 0.570 4.801
H -1.441 -1.327 5.384
H -0.051 -1.713 3.738
H 1.933 3.403 2.482
H 4.158 3.795 1.004
H 5.896 2.738 -0.434
H 5.879 0.225 -0.621
H 3.892 -1.010 0.231
H -2.649 3.387 2.989
H -4.862 3.186 4.234
H -5.148 1.504 6.025
H -3.438 -0.187 6.408
C -3.768 -1.122 0.001
C -3.257 -2.245 -0.909
N -2.204 -1.906 -1.848
C -2.563 -1.473 -3.210
C -2.617 0.057 -3.351
C -0.974 -1.706 -1.409
S -0.576 -1.844 0.310
N -0.036 -1.478 -2.313
C 1.016 -0.707 -2.332
O 1.062 0.343 -1.589
C 2.071 -1.048 -3.315
C 1.818 -1.996 -4.340
C 2.862 -2.412 -5.173
C 4.118 -1.826 -4.994
C 4.357 -0.851 -4.055
C 3.328 -0.467 -3.211
H -4.848 -1.239 0.107
H -3.724 -0.119 -0.529
H -3.345 -1.068 0.995
H -4.033 -2.782 -1.476
H -2.888 -3.045 -0.272
H -3.510 -1.870 -3.465
H -1.919 -1.957 -3.995
H -3.137 0.557 -2.593
H -3.079 0.276 -4.312
H -1.640 0.537 -3.372
H 0.810 -2.401 -4.377
H 2.810 -3.166 -5.920
H 4.936 -2.181 -5.681
H 5.398 -0.449 -4.047
H 3.447 0.272 -2.413
*
```

Computed properties:
* molecular weight: 599.4 g/mol
* HOMO-LUMO gap: 7.453 eV
* HOMO: -13.892 eV
* E_tot: -2052.735890 Eh
* lowest unoccupied orbital energy: -6.44 eV

---

# 6
A 2-piece molecular cluster, C8H13N2S overall in a non-equilibrium geometry. Source: the Open Molecules 2025 dataset; level of theory: ωB97M-V/def2-TZVPD.

Structure (ORCA input):
```
! RIJCOSX wB97M-V def2-TZVPD def2/J DEFGRID3
* xyz 1 1
C -1.944 -1.791 -1.113
C -0.666 -2.429 -0.908
C -1.855 -0.591 -1.766
C 0.329 -1.578 -1.427
C -0.871 0.613 1.555
C 0.361 1.215 2.248
C 0.372 0.813 0.725
C 1.279 -0.238 0.246
N 2.318 0.275 -0.345
N 0.440 2.035 -0.186
S -0.294 -0.155 -2.272
H -2.807 -2.332 -0.689
H -0.508 -3.271 -0.136
H -2.694 0.066 -2.076
H -1.376 -0.147 2.026
H -1.669 1.420 1.354
H 0.351 2.182 2.587
H 0.866 0.510 2.853
H 1.272 -1.138 0.811
H 3.234 -0.204 -0.638
H 2.157 1.316 -0.678
H 0.593 2.992 0.328
H 1.379 -1.678 -1.664
H -0.264 2.116 -0.837
*
```

Computed properties:
* molecular weight: 169.3 g/mol
* HOMO-LUMO gap: 8.294 eV
* HOMO: -12.687 eV
* E_tot: -819.969833 Eh
* lowest unoccupied orbital energy: -4.39 eV

---

# 7
C4H7N5O2 as an isolated structure in a non-equilibrium geometry. Source: the Open Molecules 2025 dataset; level of theory: ωB97M-V/def2-TZVPD.

Structure (ORCA input):
```
! RIJCOSX wB97M-V def2-TZVPD def2/J DEFGRID3
* xyz 0 1
C -1.043 -1.167 0.584
C 0.033 -0.018 2.373
C 1.261 1.057 -0.737
C -0.171 1.469 -1.273
H -0.147 -1.009 -1.443
H -0.705 -2.967 -0.903
H 0.728 0.363 3.154
H 1.848 -0.601 0.707
H 2.035 1.151 -1.604
H 1.599 1.936 0.083
H -1.606 0.836 -2.579
N -0.762 -1.932 -0.700
N -1.766 -1.254 1.770
N -1.094 -0.515 2.790
N 0.065 -0.331 0.962
N 1.044 -0.187 0.028
O -0.582 0.550 -2.299
O -0.736 2.620 -0.915
*
```

Computed properties:
* molecular weight: 157.1 g/mol
* HOMO-LUMO gap: 8.653 eV
* HOMO: -8.700 eV
* E_tot: -580.625866 Eh
* lowest unoccupied orbital energy: -0.05 eV

---

What did the second record say?
A 5-piece molecular cluster, C10H15N5 overall in a non-equilibrium geometry. Source: the Open Molecules 2025 dataset; level of theory: ωB97M-V/def2-TZVPD.

Structure (ORCA input):
```
! RIJCOSX wB97M-V def2-TZVPD def2/J DEFGRID3
* xyz 0 1
C -2.463 -2.361 2.490
C -2.537 -1.145 3.286
N -2.543 -0.159 3.933
H -1.428 -2.701 2.461
H -2.870 -2.095 1.514
H -3.078 -3.127 2.963
C 1.255 -4.257 -0.683
C 2.024 -4.218 0.569
N 2.689 -4.212 1.553
H 1.836 -3.793 -1.480
H 0.288 -3.762 -0.589
H 1.036 -5.283 -0.978
C 3.896 2.391 0.047
C 4.431 2.890 1.336
N 4.860 3.284 2.369
H 4.555 1.899 -0.667
H 3.365 3.178 -0.489
H 3.156 1.618 0.254
C -3.269 3.771 -2.387
C -2.628 3.211 -1.249
N -2.064 2.702 -0.341
H -3.612 3.042 -3.121
H -2.640 4.386 -3.030
H -4.075 4.454 -2.120
C 0.025 0.348 -1.316
C -0.156 -0.571 -0.200
N -0.232 -1.264 0.679
H 0.332 -0.111 -2.256
H 0.785 1.071 -1.021
H -0.938 0.813 -1.525
*
```

Computed properties:
* molecular weight: 205.3 g/mol
* HOMO-LUMO gap: 11.060 eV
* HOMO: -10.978 eV
* E_tot: -663.738535 Eh
* SMILES string: CC#N.CC#N.CC#N.CC#N.CC#N
* lowest unoccupied orbital energy: 0.08 eV

---

Question: Which value of lowest unoccupied orbital energy does entry 6 give?
Answer: -4.39 eV

---

Question: Which of these has the highest HOMO-LUMO gap?
Answer: C10H15N5